[1]
7
Properties=species:S:1:pos:R:3 method="wB97M-V/def2-TZVPD" smiles=OC(O)(F)Cl total_charge=0 multiplicity=1 homo_ev=-11.4
O -1.0727 -0.4597 -0.6034
C 0.0292 0.1085 0.0452
O 1.2670 -0.5002 -0.1561
F 0.1470 1.4344 -0.3538
Cl -0.4073 0.3602 1.9025
H -1.6647 -1.0885 -0.0852
H 1.7015 0.1452 -0.7492

***

[2]
7
Properties=species:S:1:pos:R:3 method="wB97M-V/def2-TZVPD" total_charge=0 multiplicity=1 homo_ev=-9.1
C -0.8470 -0.3295 -0.2660
O 1.0457 -2.5199 0.0528
F -1.0762 0.4323 0.8302
S -0.2328 -2.3697 0.6702
Cl -1.5606 -3.3811 -0.4925
H -1.7402 -0.7153 -0.8488
H 0.0502 -0.2117 -0.7753

***

[3]
7
Properties=species:S:1:pos:R:3 method="wB97M-V/def2-TZVPD" smiles=FP1#[PH][C@H]1Cl total_charge=0 multiplicity=1 homo_ev=-9.5
F -2.2088 1.7970 0.1783
P -1.1315 1.1484 -0.9306
P -0.8745 -0.8672 -0.1201
C 0.2334 0.6879 0.2511
Cl 1.8724 0.8911 -0.0769
H -0.3139 -1.6725 -1.3561
H -0.1077 1.1480 1.1191